Here is a single C6H12 molecule from the OMol25 dataset. Energies are from ωB97M-V/def2-TZVPD.

As for the HOMO energy: -0.299 hartree. The calculation puts the frontier orbital gap at 8.70 eV. Its largest force on an atom is 0.43 eV/Å.

Geometry as ORCA input:
```
! wB97M-V def2-TZVPD RIJCOSX def2/J DEFGRID3
* xyz 0 1
C -1.7338 0.0319 1.8148
C -0.5857 -0.7009 1.2239
C 0.5940 0.1640 1.0330
C 1.5215 -0.1871 -0.1302
C 0.9569 0.2909 -1.4713
C -0.4102 -0.3128 -1.8032
H -1.5857 1.0884 2.0991
H -2.1835 -0.5315 2.6404
H -2.4988 -0.0064 1.0206
H -0.4454 -1.3779 -1.5474
H 1.0951 -0.1081 1.9896
H 0.4175 1.2564 1.0889
H 2.5091 0.2632 0.0308
H 1.6546 -1.2755 -0.1543
H 0.8817 1.3880 -1.4618
H 1.6748 0.0438 -2.2631
H -1.2152 0.1801 -1.2428
H -0.6469 -0.2065 -2.8671
*
```